No. 1
This record from OMol25 describes a structure of composition C28H44CrN8O7S2Sb at a distorted geometry. The level of theory is wB97M-V/def2-TZVPD.

Orbital gap (spin up / spin down) in eV: 5.20 / 5.75
Spin multiplicity: 4
Relative energy (zero: lowest compared OMol25 entry of this formula, charge and spin) in kJ/mol: 339.5
HOMO level (spin up / spin down) in eV: -6.10 / -6.64
Total charge: 0
F_max in eV Å⁻¹: 1.2
E in eV: -112626.0542

XYZ file:
```
91
Properties=species:S:1:pos:R:3:mulliken_spin:R:1
Cr -1.0931 0.5200 -0.3819 2.460
C -0.3995 -0.7919 5.4755 0.012
C -1.3496 0.2912 4.9783 -0.009
N -0.6865 1.3983 4.2980 0.067
C -0.1417 2.4776 5.1237 0.006
C 1.3692 2.3907 5.3167 0.008
C -0.5258 1.4432 2.9481 0.071
S -0.9652 0.0150 2.0248 0.031
N 0.0534 2.5202 2.4714 0.091
C 0.1182 2.9956 1.2518 0.371
O -0.9328 2.5900 0.2964 -0.035
C 1.0530 3.9452 0.7448 -0.036
C 1.0472 4.3884 -0.5930 0.119
C 1.9971 5.2910 -1.0373 -0.099
C 2.9744 5.7776 -0.1770 0.164
C 2.9852 5.3516 1.1502 -0.084
C 2.0434 4.4528 1.6112 0.165
H -0.9658 -1.5822 5.9725 -0.001
H 0.3222 -0.3914 6.1894 0.000
H 0.1431 -1.2309 4.6372 -0.001
H -1.8993 0.7187 5.8180 -0.001
H -2.0780 -0.1414 4.2982 0.005
H -0.6473 2.4240 6.0877 0.002
H -0.3979 3.4303 4.6634 -0.009
H 1.6500 1.4655 5.8225 0.000
H 1.7203 3.2309 5.9197 0.000
H 1.8731 2.4238 4.3512 0.004
H 0.3042 4.0213 -1.2865 0.049
H 1.9743 5.6233 -2.0688 -0.004
H 3.7145 6.4839 -0.5314 0.013
H 3.7391 5.7299 1.8303 -0.004
H 2.0495 4.1203 2.6414 0.037
C 2.7365 1.4743 -1.9036 0.004
C 1.2840 1.2238 -1.6828 -0.106
N 0.8379 0.6149 -0.6041 -0.059
O 1.8275 0.1303 0.2531 0.011
C 0.2471 1.5660 -2.5930 0.040
C 0.4092 2.2768 -3.8952 -0.007
N -0.9484 1.1585 -2.1464 -0.204
O -2.0380 1.3205 -2.8393 -0.072
H 3.1744 1.9396 -1.0201 -0.005
H 2.8849 2.1222 -2.7646 0.001
H 3.2708 0.5353 -2.0749 -0.004
H 1.3277 -0.0028 1.0799 -0.001
H 0.9784 1.6888 -4.6202 0.004
H 0.9235 3.2332 -3.7641 0.002
H -0.5800 2.4656 -4.3058 -0.005
N -2.5211 4.3330 -0.3862 0.000
C -1.7720 3.5161 -0.0691 0.032
C -4.8913 2.2565 -1.2533 -0.002
Sb -3.7782 0.6021 -0.5262 -0.016
C -4.5049 -0.8532 -1.9057 0.006
C -5.0457 0.0748 1.1256 0.002
H -5.9175 1.9386 -1.4396 -0.002
H -4.4137 2.5847 -2.1749 0.001
H -4.8716 3.0710 -0.5330 0.001
H -5.5819 -0.9574 -1.7748 0.000
H -4.0236 -1.8177 -1.7433 0.000
H -4.2781 -0.5024 -2.9117 0.001
H -6.0170 -0.2490 0.7491 -0.001
H -5.1817 0.9407 1.7744 0.000
H -4.5977 -0.7288 1.7113 0.000
C 4.6954 -4.1515 -2.3338 0.000
C 4.1292 -5.5423 -2.0709 0.000
S 2.4683 -5.7545 -2.6782 0.000
O 2.1195 -7.1473 -2.5912 0.000
O 2.3342 -5.0501 -3.9324 0.000
C 1.4848 -4.8598 -1.4800 0.000
C 0.0829 -4.6456 -2.0511 0.000
N -0.6025 -3.5705 -1.3294 0.002
C -0.5105 -2.2605 -1.6300 0.036
N -1.2074 -1.5264 -0.7565 -0.076
C -1.7700 -2.3968 0.1305 0.025
C -1.4068 -3.6550 -0.2071 -0.005
N -1.7025 -4.8556 0.5153 0.000
O -2.5309 -4.7691 1.3936 0.000
O -1.0854 -5.8654 0.2207 0.000
C 0.2350 -1.7150 -2.7924 0.014
H 5.7639 -4.1417 -2.1223 0.000
H 4.2253 -3.3969 -1.7009 0.000
H 4.5455 -3.8715 -3.3745 0.000
H 4.0850 -5.7944 -1.0092 0.000
H 4.6841 -6.3278 -2.5868 0.000
H 1.9870 -3.9053 -1.3073 0.000
H 1.4559 -5.4507 -0.5653 0.000
H -0.5005 -5.5548 -1.9739 0.000
H 0.1440 -4.3640 -3.0953 0.000
H -2.3857 -2.0925 0.9608 -0.004
H 0.4542 -2.4780 -3.5345 0.002
H 1.1754 -1.2734 -2.4574 -0.001
H -0.3556 -0.9226 -3.2482 0.000
```

---

No. 2
This record from OMol25 describes a structure of composition C28H44N5O3P2PbSi. The level of theory is wB97M-V/def2-TZVPD.

Orbital gap in eV: 5.34
Relative energy (zero: lowest compared OMol25 entry of this formula, charge and spin) in kJ/mol: 0.0
HOMO level in eV: -3.08
Total charge: -1
F_max in eV Å⁻¹: 0.1
E in eV: -75051.4165

XYZ file:
```
84
Properties=species:S:1:pos:R:3:nbo_charge:R:1
Pb -0.7506 0.8233 -1.0698 0.959
C 5.2371 -1.1714 2.6561 -0.406
N 4.8116 -0.5724 1.4044 -0.807
C 5.6206 0.5607 0.9783 -0.410
P 3.2093 -0.5902 0.9905 2.480
O 2.9402 0.2024 -0.2118 -1.083
O 2.4607 -0.0605 2.3246 -1.116
P 0.9946 0.6184 2.5069 2.523
O 0.0271 0.0904 1.5257 -1.141
N 1.3223 2.2188 2.5633 -0.829
C 0.1492 3.0830 2.7654 -0.426
C 2.3041 2.8455 1.6769 -0.393
N 0.5410 0.2270 4.0410 -0.812
C 1.3014 0.6816 5.1900 -0.403
C -0.2609 -0.9599 4.2943 -0.416
N 2.8329 -2.2065 0.9819 -0.809
C 3.3951 -2.9188 -0.1652 -0.411
C 1.4844 -2.6654 1.3052 -0.406
H 6.2781 -1.4929 2.5718 0.189
H 4.6220 -2.0414 2.8770 0.222
H 5.1615 -0.4644 3.4914 0.180
H 6.6481 0.2278 0.8117 0.185
H 5.6377 1.3555 1.7342 0.175
H 5.2210 0.9647 0.0516 0.246
H -0.6218 2.5617 3.3312 0.218
H -0.2672 3.4001 1.8074 0.239
H 0.4583 3.9710 3.3210 0.193
H 3.1774 2.2135 1.5520 0.197
H 2.6139 3.7918 2.1260 0.191
H 1.8707 3.0454 0.6961 0.234
H 1.8441 1.5897 4.9395 0.228
H 2.0156 -0.0811 5.5246 0.175
H 0.6198 0.8976 6.0170 0.191
H -0.7749 -1.2715 3.3888 0.247
H -1.0161 -0.7406 5.0536 0.197
H 0.3617 -1.7876 4.6570 0.174
H 4.3981 -2.5519 -0.3778 0.215
H 2.7802 -2.7905 -1.0615 0.198
H 3.4566 -3.9825 0.0739 0.189
H 1.1482 -2.2345 2.2439 0.212
H 1.5171 -3.7510 1.4217 0.189
H 0.7568 -2.4138 0.5276 0.210
C -4.4395 2.3616 4.3975 -0.242
C -5.2748 2.5553 3.3063 -0.240
C -4.9844 1.9547 2.0871 -0.158
C -3.8528 1.1544 1.9138 -0.411
C -3.0246 0.9798 3.0273 -0.233
C -3.3104 1.5648 4.2520 -0.221
Si -3.3766 0.3816 0.2308 0.594
C -3.4798 -1.4965 0.5967 -0.394
C -4.6460 -2.2497 0.4317 -0.200
C -4.6856 -3.6078 0.7211 -0.228
C -3.5514 -4.2548 1.1934 -0.258
C -2.3786 -3.5319 1.3632 -0.167
C -2.3468 -2.1762 1.0604 -0.256
H -4.6625 2.8297 5.3488 0.198
H -6.1569 3.1777 3.4056 0.198
H -5.6493 2.1172 1.2457 0.199
H -2.1218 0.3919 2.9166 0.212
H -2.6430 1.4127 5.0948 0.193
H -4.6647 0.5919 -0.5310 -0.207
H -5.5440 -1.7590 0.0721 0.205
H -5.6060 -4.1640 0.5824 0.197
H -3.5813 -5.3136 1.4225 0.196
H -1.4837 -4.0280 1.7248 0.184
H -1.4220 -1.6222 1.1838 0.225
C -2.5160 3.8937 0.1543 -0.619
C -1.2734 4.6836 -0.1027 -0.122
C -1.1592 5.9924 0.3465 -0.213
C -0.0078 6.7421 0.1433 -0.309
C 1.0456 6.1548 -0.5553 -0.220
C 0.9701 4.8561 -1.0257 -0.105
C 2.0965 4.2537 -1.8139 -0.624
C -0.1930 4.0494 -0.7846 0.254
N -0.1876 2.7810 -1.2309 -1.222
H -3.2945 4.5088 0.6101 0.196
H -2.3182 3.0492 0.8226 0.212
H -2.8988 3.4484 -0.7698 0.216
H -2.0000 6.4338 0.8755 0.186
H 0.0628 7.7609 0.5048 0.188
H 1.9480 6.7296 -0.7486 0.183
H 2.9219 4.9629 -1.9180 0.183
H 1.7494 3.9537 -2.8059 0.219
H 2.4606 3.3307 -1.3536 0.221
```

---

No. 3
This record from OMol25 describes a structure of composition C28H45As2GdN3O2PSi at a distorted geometry. The level of theory is wB97M-V/def2-TZVPD.

Orbital gap (spin up / spin down) in eV: 4.86 / 5.15
Spin multiplicity: 8
HOMO level (spin up / spin down) in eV: -6.59 / -6.67
Total charge: 0
F_max in eV Å⁻¹: 11.2
E in eV: -197991.2552

XYZ file:
```
83
Properties=species:S:1:pos:R:3:mulliken_spin:R:1
Gd 0.1420 -0.5702 0.3032 7.743
O 0.2306 -0.2976 2.4677 0.001
N 0.1674 0.9017 2.7749 0.047
N 0.8699 1.7626 1.9841 -0.047
O 0.8304 1.5483 0.5899 -0.041
C 1.3104 3.0393 2.4767 0.004
C 1.2678 3.3453 3.8518 -0.009
C 1.7027 4.5818 4.3455 0.006
C 2.1963 5.5471 3.4727 -0.011
C 2.2587 5.2733 2.1101 0.007
C 1.8248 4.0346 1.6234 -0.010
H 0.8948 2.6065 4.5553 0.001
H 1.6536 4.7803 5.4115 0.000
H 2.5327 6.5064 3.8519 -0.001
H 2.6423 6.0134 1.4153 0.000
H 1.8835 3.8381 0.5553 -0.001
C -0.4471 -1.8193 -3.9310 -0.002
As 0.1707 -0.5702 -2.5241 -0.020
C -0.1561 1.0961 -3.5319 0.006
C 2.1802 -0.6343 -2.7696 0.009
C 2.5866 -0.6615 -4.1203 -0.001
C 3.9233 -0.7259 -4.4889 0.000
C 4.9079 -0.7650 -3.5197 0.000
C 4.5646 -0.7294 -2.1731 0.000
C 3.2231 -0.6560 -1.7402 -0.019
As 2.9838 -0.5702 0.2745 -0.017
C 4.8144 -0.7972 0.9971 0.002
C 3.0684 1.3982 0.3535 -0.002
H -0.0919 -1.5357 -4.9393 -0.002
H -1.5561 -1.8009 -3.9520 0.000
H -0.1072 -2.8469 -3.6904 -0.001
H 0.2962 1.0520 -4.5419 0.000
H 0.2839 1.9475 -2.9722 -0.001
H -1.2494 1.2540 -3.6313 -0.001
H 1.8678 -0.6330 -4.9193 0.000
H 4.1957 -0.7491 -5.5362 0.000
H 5.9492 -0.8191 -3.8121 0.000
H 5.3818 -0.7563 -1.4793 0.000
H 5.5205 -0.0499 0.5829 0.000
H 5.1719 -1.8259 0.7840 0.001
H 4.7788 -0.6537 2.0964 0.000
H 3.9745 1.7621 -0.1742 0.000
H 3.1048 1.7241 1.4134 0.001
H 2.1680 1.8254 -0.1332 0.003
C -3.5728 2.0344 -0.0269 0.006
P -2.0693 1.0370 0.3032 -0.037
C -1.0293 2.2952 1.1398 -0.009
C -2.6378 0.0750 1.7577 0.003
H -3.9288 2.5431 0.8739 0.000
H -4.3794 1.3954 -0.3982 0.000
H -3.3665 2.7934 -0.7873 0.000
H -1.5645 2.7855 1.9585 -0.005
H -0.7171 3.0650 0.4280 0.000
H -0.1283 1.8312 1.5518 0.009
H -3.0597 0.7217 2.5329 0.000
H -1.8039 -0.4815 2.1955 -0.014
H -3.4054 -0.6457 1.4608 -0.001
C -0.2789 -3.9559 1.8319 -0.028
Si -1.8722 -2.9367 1.7135 -0.013
C -1.8553 -1.7870 3.2199 0.000
C -3.3128 -4.0969 1.8903 0.000
N -1.7491 -1.9447 0.3032 -0.124
C -2.5492 -1.8383 -0.7718 -0.036
C -2.1447 -0.9148 -1.7553 -0.065
C -2.8705 -0.6897 -2.9314 0.000
C -4.0434 -1.3928 -3.1648 -0.004
C -4.4764 -2.3131 -2.2186 0.003
C -3.7380 -2.5281 -1.0441 -0.022
H -0.2697 -4.5381 2.7580 -0.005
H 0.5979 -3.3017 1.8250 0.029
H -0.2054 -4.6471 0.9871 0.000
H -1.8432 -2.3732 4.1435 0.000
H -2.7459 -1.1516 3.2240 0.000
H -0.9690 -1.1457 3.2047 0.000
H -3.2404 -4.6481 2.8339 -0.001
H -3.3364 -4.8386 1.0863 0.000
H -4.2659 -3.5597 1.9046 0.000
H -1.2266 -0.3514 -1.5929 0.054
H -2.5076 0.0349 -3.6513 0.000
H -4.6132 -1.2269 -4.0712 0.000
H -5.3904 -2.8746 -2.3794 0.000
H -4.1303 -3.2575 -0.3499 0.001
H 0.7843 -2.5470 0.3032 -0.389
```